Here is a cluster of 2 separate species, C3H11NS in total from OMol25. Energies are from ωB97M-V/def2-TZVPD.

Geometry as XYZ:
```
16
Properties=species:S:1:pos:R:3
C -1.00 0.16 -2.33
S -0.09 -1.43 -2.17
H -2.02 0.08 -2.66
H -0.68 0.88 -3.08
H -0.87 0.56 -1.16
C -0.43 1.56 2.81
N 0.15 0.59 1.94
C 1.55 0.33 1.79
H 0.33 1.82 3.56
H -1.18 0.92 3.26
H -0.83 2.39 2.27
H -0.61 -1.52 -0.94
H -0.32 0.33 1.05
H 1.91 0.91 0.82
H 2.13 0.89 2.57
H 1.80 -0.79 1.85
```

* SMILES string: CNC.CS
* total energy: -573.7502 hartree
* ΔE to the lowest compared entry with this formula, charge and spin: 51.05 kcal per mole

Listed below, in e, are the Löwdin charges computed for each atom: -0.5000 0.5918 0.0047 0.0172 0.0645 -0.1334 -0.2461 -0.1807 0.0845 0.0696 0.0576 -0.1748 0.0884 0.0956 0.0703 0.0910

Here is the ion C5H11N2 with charge +1 from OMol25. Energies are from ωB97M-V/def2-TZVPD.

Geometry as XYZ:
```
18
Properties=species:S:1:pos:R:3
C 1.50 -0.75 -0.36
C -0.92 -1.39 -0.98
C 1.05 0.74 -0.53
C 0.28 -1.65 -0.51
C -1.12 1.21 0.32
N -1.78 0.70 1.25
N 0.35 1.42 0.67
H 2.07 -1.02 -1.28
H 1.85 -1.05 0.66
H -1.01 -0.52 -1.58
H -1.73 -2.02 -0.88
H 1.86 1.34 -0.62
H 0.34 1.02 -1.32
H 0.41 -2.44 0.10
H -1.41 0.44 2.13
H -2.74 0.59 0.95
H 0.56 0.98 1.49
H 0.45 2.38 0.49
```

* total energy: -306.2250 hartree
* ΔE to the lowest compared entry with this formula, charge and spin: 99.46 kcal per mole
* charge: +1

Listed below, in e, are the Löwdin charges computed for each atom: -0.1133 0.0140 -0.1049 -0.1810 -0.0710 0.1665 0.0958 0.1436 0.1374 0.0487 0.0575 0.0852 0.1184 0.0619 0.1276 0.1390 0.1215 0.1533

Number 1: orbital gap 8.73 eV, E_HOMO -8.001 eV. Number 2: orbital gap 10.27 eV, E_HOMO -13.534 eV.